ORCA calculation (ωB97M-V/def2-TZVPD) on C32H50BrN3SiW as an isolated structure.

```
88
Properties=species:S:1:pos:R:3:mulliken_charge:R:1
W -0.436 0.407 -0.542 -0.705
C 0.735 2.277 -0.038 -0.971
C 1.692 1.216 0.139 0.213
C 1.226 0.414 1.256 0.202
C -0.004 0.987 1.673 -1.371
C -0.294 2.167 0.939 1.531
C -1.228 3.274 1.418 1.457
C -2.643 2.787 1.724 -1.425
C -0.596 3.776 2.732 -1.612
C -1.262 4.444 0.436 -1.615
C 1.887 -0.690 2.096 2.384
C 0.992 -1.045 3.294 -2.107
C 2.197 -1.992 1.346 -1.044
C 3.176 -0.114 2.716 -2.027
C 3.059 1.308 -0.558 1.977
C 2.981 1.978 -1.935 -1.752
C 3.778 -0.022 -0.784 -1.806
C 3.899 2.251 0.330 -1.735
H 0.867 3.114 -0.703 0.739
H -0.585 0.635 2.510 1.077
H -2.640 1.906 2.371 0.240
H -3.209 2.560 0.821 0.132
H -3.186 3.573 2.248 0.617
H -0.606 3.003 3.502 0.323
H -1.159 4.630 3.109 0.462
H 0.437 4.094 2.578 0.389
H -1.658 4.169 -0.543 0.216
H -0.270 4.876 0.298 0.363
H -1.902 5.231 0.833 0.458
H -0.007 -1.366 3.000 0.243
H 0.897 -0.211 3.991 0.394
H 1.450 -1.872 3.836 0.401
H 1.340 -2.659 1.371 -0.372
H 3.012 -2.511 1.853 0.611
H 2.480 -1.848 0.311 -0.212
H 2.999 0.862 3.172 0.387
H 3.990 -0.027 2.004 0.329
H 3.507 -0.790 3.504 0.577
H 2.529 1.323 -2.675 0.389
H 4.001 2.173 -2.268 0.559
H 2.471 2.940 -1.926 0.337
H 3.171 -0.701 -1.389 0.151
H 4.061 -0.530 0.132 0.253
H 4.697 0.170 -1.339 0.575
H 3.476 3.257 0.327 0.314
H 4.909 2.315 -0.078 0.475
H 3.974 1.920 1.360 0.305
C 0.265 2.074 -3.851 -1.469
C 0.505 0.607 -3.695 0.485
C 0.913 -0.183 -4.747 -0.871
C 1.024 -1.558 -4.563 -1.016
C 0.722 -2.157 -3.356 -0.848
C 0.335 -1.323 -2.309 1.202
N 0.261 0.021 -2.501 0.678
N -0.071 -1.584 -1.012 0.527
Si -0.393 -3.312 -0.615 0.748
C 1.165 -4.310 -0.924 -1.583
C -1.815 -3.799 -1.727 -1.264
C -0.936 -3.611 1.159 -0.851
H -0.698 2.245 -4.338 0.390
H 1.026 2.522 -4.490 0.467
H 0.281 2.586 -2.892 0.070
H 1.126 0.266 -5.707 0.583
H 1.341 -2.177 -5.393 0.495
H 0.790 -3.227 -3.239 0.518
H 1.945 -3.763 -1.454 0.404
H 0.925 -5.200 -1.511 0.494
H 1.601 -4.652 0.014 0.497
H -1.538 -3.890 -2.777 0.379
H -2.626 -3.068 -1.656 0.282
H -2.222 -4.764 -1.418 0.429
H -0.347 -4.430 1.575 0.530
H -1.984 -3.915 1.195 0.338
H -0.795 -2.773 1.838 -0.177
C -4.833 -2.127 2.209 -1.619
C -4.329 -1.157 1.182 0.218
C -5.195 -0.470 0.331 -0.487
C -4.706 0.413 -0.625 -0.794
C -3.346 0.560 -0.665 0.373
Br -2.388 1.739 -1.831 0.066
N -2.474 -0.084 0.115 0.092
C -2.969 -0.931 1.031 -0.312
H -5.772 -1.785 2.641 0.496
H -4.114 -2.258 3.016 0.399
H -5.015 -3.102 1.754 0.327
H -6.265 -0.617 0.419 0.515
H -5.353 0.964 -1.292 0.585
H -2.245 -1.431 1.656 0.377
```

The calculation puts the LUMO energy (alpha / beta) at -7.204 / -6.969 eV. As for the total charge: +2. The strongest force on any atom is 0.391 eV Å⁻¹. The calculation puts the HOMO energy (alpha / beta) at -0.5126 / -0.5054 Eh. The calculation puts the energy above the lowest of the compared OMol25 structures with the same formula, charge and spin at 10.1 kJ/mol. The electronic energy is -118200.66583 eV.


ORCA calculation (ωB97M-V/def2-TZVPD) on an isolated molecule of C19H23NO2.

```
45
Properties=species:S:1:pos:R:3:nbo_charge:R:1
C 1.282 -1.558 -6.472 -0.593
C 0.614 -0.610 -5.474 -0.410
C 0.889 -1.050 -4.064 -0.052
C 2.008 -0.599 -3.382 -0.183
C 2.298 -1.028 -2.097 -0.325
C 1.458 -1.937 -1.466 0.372
O 1.637 -2.457 -0.215 -0.521
C 2.699 -1.993 0.592 -0.062
C 2.418 -0.625 1.214 -0.424
C 1.178 -0.664 2.101 -0.505
C 0.828 0.719 2.626 0.685
O 1.384 1.736 2.273 -0.630
N -0.165 0.707 3.547 -0.612
C -0.724 1.920 4.110 -0.269
C -2.131 2.154 3.628 0.053
C -3.196 2.221 4.515 -0.246
C -4.485 2.420 4.050 -0.206
C -4.721 2.546 2.692 -0.220
C -3.663 2.476 1.800 -0.191
C -2.376 2.282 2.265 -0.240
C 0.330 -2.396 -2.146 -0.279
C 0.055 -1.959 -3.424 -0.186
H 2.358 -1.576 -6.314 0.204
H 0.902 -2.570 -6.345 0.204
H 1.086 -1.239 -7.493 0.205
H 0.996 0.401 -5.628 0.206
H -0.463 -0.599 -5.655 0.205
H 2.673 0.109 -3.858 0.208
H 3.180 -0.644 -1.609 0.217
H 2.787 -2.747 1.381 0.188
H 3.639 -1.976 0.028 0.177
H 2.261 0.121 0.433 0.228
H 3.284 -0.316 1.801 0.218
H 0.331 -1.041 1.521 0.235
H 1.336 -1.340 2.945 0.215
H -0.647 -0.155 3.746 0.393
H -0.068 2.731 3.781 0.248
H -0.698 1.860 5.203 0.196
H -3.015 2.122 5.576 0.208
H -5.306 2.475 4.750 0.213
H -5.726 2.700 2.330 0.213
H -3.843 2.576 0.740 0.213
H -1.547 2.235 1.574 0.221
H -0.315 -3.103 -1.648 0.219
H -0.824 -2.328 -3.934 0.208
```

The calculation puts the LUMO energy at 0.773 eV. The strongest force on any atom is 0.622 eV Å⁻¹. The calculation puts the HOMO energy at -0.3023 Eh. The calculation puts the energy above the lowest of the compared OMol25 structures with the same formula, charge and spin at 70.3 kJ/mol. As for the SMILES: CCc1ccc(OCCCC(=O)NCc2ccccc2)cc1. The electronic energy is -25662.01856 eV.